# 1
69
Properties=species:S:1:pos:R:3:forces:R:3:mulliken_spin:R:1 method="wB97M-V/def2-TZVPD" s_squared=0.75 spin_multiplicity=2 energy_ev=-98516.15386 total_charge=-1
Ag -0.1673 4.4249 1.2899 -1.43 -0.52 -0.14 1.51
C -0.3017 0.2916 -0.3007 -1.25 -1.02 -0.77 -0.04
C -0.0534 1.5240 0.5419 -0.96 1.23 1.00 0.02
O -1.0427 2.0984 1.3608 1.41 -0.95 -0.72 -0.08
H 0.5315 0.0026 -0.9413 0.46 0.37 -0.14 0.00
H -1.1695 0.3395 -0.9585 -0.26 0.50 -0.24 0.01
H -0.5001 -0.6432 0.2236 -0.03 0.06 0.84 0.00
H 0.2941 2.3388 -0.0933 0.51 0.00 -0.94 0.08
H 0.8458 1.1899 1.0595 0.93 0.07 1.00 0.01
C 3.8305 -2.7079 -1.5251 -1.50 -0.32 0.70 0.00
S 2.6965 -4.0053 -1.0008 0.44 -2.12 0.89 0.00
O 3.5413 -4.8502 -0.0439 -1.19 0.91 -0.29 0.00
C 1.2709 -3.1082 -0.1723 0.96 1.09 0.41 0.00
H 3.0622 -2.1471 -2.0573 0.82 0.99 -0.50 0.00
H 4.5745 -3.2136 -2.1406 -0.27 0.17 -0.08 0.00
H 4.2809 -2.2543 -0.6422 -0.12 0.30 -0.18 0.00
H 0.5103 -3.7030 0.3335 0.32 -0.80 -0.68 0.00
H 0.8084 -2.4665 -0.9222 0.01 -0.33 -0.25 0.00
H 1.5736 -2.4271 0.6231 0.63 0.09 0.02 0.00
C 3.3072 2.8233 2.9809 -0.13 -0.09 -0.28 0.05
S 3.3723 4.2075 1.8080 1.00 0.20 0.04 -0.09
O 2.0001 4.7795 1.7138 0.98 0.28 0.46 -0.49
C 4.4042 5.3762 2.8041 -1.35 -0.20 0.36 -0.04
H 4.2776 2.3786 3.2014 0.22 0.30 -0.14 0.00
H 2.7569 2.0946 2.3857 -0.28 -0.12 0.25 -0.01
H 2.7803 3.0457 3.9088 -0.10 0.22 -0.18 0.00
H 5.2563 4.8293 3.2077 0.16 0.33 -0.18 0.00
H 3.7335 5.7042 3.5982 0.02 -0.33 0.39 0.00
H 4.5912 6.3205 2.2929 0.46 -0.49 -0.54 0.01
C -1.9134 -2.5216 -3.2090 0.24 -0.81 -0.63 0.00
S -0.7318 -3.7816 -3.9502 0.44 0.99 1.06 0.00
O 0.3498 -4.1773 -2.9516 -1.97 0.11 -1.05 0.00
C -1.9389 -5.1383 -4.2482 0.81 0.40 0.43 0.00
H -2.6041 -2.3250 -4.0290 -0.03 0.05 -0.12 0.00
H -1.3880 -1.5926 -2.9876 0.22 -0.26 0.14 0.00
H -2.5037 -2.8993 -2.3742 0.36 -0.07 0.17 0.00
H -2.3870 -5.5572 -3.3472 0.21 0.03 0.04 0.00
H -1.2572 -5.8307 -4.7423 -0.48 -0.40 -0.01 0.00
H -2.7139 -4.7785 -4.9251 0.18 0.04 -0.07 0.00
C -1.8690 -0.1973 6.1970 -0.81 -1.79 0.15 0.00
S -2.0460 -1.0248 4.5429 -1.43 3.56 0.61 0.00
O -2.9603 0.0477 3.9411 0.86 -2.08 -0.16 0.00
C -0.3678 -0.7123 3.9462 -0.25 0.51 -0.58 0.00
H -1.5524 0.8447 6.1495 0.74 -0.44 -0.18 0.00
H -1.4480 -0.9653 6.8459 1.21 0.64 0.31 0.00
H -2.8631 -0.1620 6.6427 -0.46 0.04 -0.66 0.00
H -0.3284 0.3282 3.6239 -0.17 0.40 0.34 0.00
H -0.2460 -1.2241 2.9916 0.17 -0.53 0.28 0.00
H 0.3787 -0.9321 4.7094 -0.03 -0.25 -0.19 0.00
C -6.5857 1.5563 -0.2744 0.47 0.01 -0.78 0.00
S -4.8038 1.5191 -0.9380 -0.20 -0.91 3.32 0.02
O -4.0612 1.7954 0.3619 -0.77 -0.32 -2.33 0.01
C -4.6496 -0.3282 -1.2736 0.00 0.80 0.23 0.01
H -7.3425 1.2397 -0.9921 0.08 0.13 -0.27 0.00
H -6.6989 2.6133 -0.0335 -0.07 -0.04 -0.08 0.00
H -6.7379 0.9840 0.6407 0.67 -0.14 -0.05 0.00
H -3.6082 -0.5396 -1.5162 0.02 0.34 -0.18 0.00
H -5.2980 -0.5654 -2.1171 -0.03 -0.12 0.04 0.00
H -4.8636 -0.9173 -0.3818 -0.33 0.26 0.05 0.00
C 3.6599 0.9035 -2.5608 -0.78 -0.47 0.02 0.00
S 2.3417 0.7564 -3.8853 -0.22 0.54 0.93 -0.01
O 1.6742 -0.5967 -3.7782 0.48 1.17 0.36 0.00
C 1.2843 2.1106 -3.0622 0.64 -1.13 -0.48 0.02
H 3.9526 1.9424 -2.4087 0.13 -0.03 -0.47 0.00
H 4.4900 0.2320 -2.7801 0.01 0.25 -0.29 0.00
H 3.2435 0.5808 -1.6065 -0.33 -0.13 -0.05 0.00
H 0.3274 2.2168 -3.5734 0.07 -0.32 0.06 0.00
H 1.8229 3.0533 -3.1587 0.16 -0.12 0.08 -0.01
H 1.1777 1.8003 -2.0228 -0.25 0.27 -0.07 0.00


# 2
89
Properties=species:S:1:pos:R:3:forces:R:3:mulliken_charge:R:1 method="wB97M-V/def2-TZVPD" energy_ev=-219878.58659
C 2.5449 1.3920 -0.6700 0.12 -0.20 0.14 -1.30
C 2.3111 1.3982 0.8146 0.01 0.05 0.31 0.03
I 2.9665 -0.3884 1.7408 -0.15 0.24 -0.04 0.10
C 1.7366 2.3998 1.4789 0.18 -0.38 -0.01 0.12
I 1.4081 2.4140 3.5532 -0.04 0.07 -0.29 0.05
B 1.2308 3.6912 0.7571 0.20 0.13 0.95 0.24
O 2.1311 4.6655 0.3718 -0.30 -0.31 -0.74 -0.42
B 1.6928 5.6349 -0.5103 0.32 0.73 0.40 0.59
O 0.3385 5.8367 -0.7131 0.41 -0.66 -0.52 -0.18
B -0.3713 4.6426 -0.5904 -0.34 0.66 0.30 -0.18
C -1.3303 4.2520 -1.7772 -1.05 0.61 0.35 -0.14
Br -0.3038 3.1071 -2.9584 0.34 -0.20 0.34 -0.13
C -2.7037 3.7027 -1.3840 0.46 -0.67 -0.48 -0.15
C -2.7029 2.4951 -0.4745 -0.69 0.00 0.11 -1.11
Br -3.7121 3.1982 -3.0102 -0.02 0.24 0.07 -0.15
O -0.1180 3.8863 0.5307 0.23 -0.62 -0.72 -0.15
H 2.5645 2.3951 -1.0878 -0.18 0.13 -0.03 0.23
H 1.7786 0.7909 -1.1563 -0.10 0.05 -0.12 0.32
H 3.5014 0.9283 -0.8975 0.09 0.01 -0.01 0.52
H 2.4803 6.3085 -1.0855 0.00 0.09 0.10 -0.14
H -1.4897 5.1603 -2.3537 0.07 -0.01 -0.20 0.43
H -3.2955 4.5185 -0.9830 0.05 0.14 0.15 0.45
H -2.2788 1.6212 -0.9601 0.28 0.01 -0.02 0.33
H -2.2095 2.6927 0.4728 0.27 0.06 -0.02 0.21
H -3.7331 2.2386 -0.2407 -0.10 -0.12 0.02 0.47
C 3.4211 -5.1242 0.2618 0.05 0.25 0.24 0.81
O 3.5975 -6.3111 0.0066 -0.31 0.21 -0.25 -0.76
N 4.2056 -4.4560 1.1556 0.09 -0.21 0.02 -0.23
N 2.4318 -4.3663 -0.3053 0.24 -0.18 -0.13 -0.29
H 4.0670 -3.4893 1.3718 -0.02 0.07 -0.02 0.03
H 4.9518 -4.9600 1.6102 0.13 -0.04 -0.02 0.18
H 1.7866 -4.7987 -0.9397 -0.23 -0.03 0.05 0.14
H 2.2873 -3.4027 -0.0706 -0.01 0.01 0.08 0.10
C -0.7272 9.9799 -0.4445 0.02 -0.08 -0.05 0.58
O -1.1436 11.1205 -0.5224 0.01 -0.02 0.03 -0.66
N -0.4217 9.3904 0.7572 -0.02 0.00 -0.01 -0.31
N -0.5286 9.1850 -1.5393 -0.02 0.01 0.06 -0.31
H -0.0793 8.4527 0.8404 0.00 -0.02 -0.04 0.18
H -0.5521 9.9413 1.5833 0.00 0.04 0.02 0.19
H -0.7403 9.5746 -2.4377 0.00 0.02 -0.03 0.16
H -0.1855 8.2449 -1.4814 0.02 -0.08 -0.01 0.21
C -0.5168 5.1990 -6.6442 -0.02 -0.05 -0.02 0.68
O -0.1965 6.0806 -5.8650 0.00 -0.01 0.00 -0.63
N -1.1512 4.0597 -6.2360 0.04 0.14 -0.02 -0.28
N -0.2627 5.2844 -7.9886 0.00 0.00 0.07 -0.40
H -1.4274 3.3212 -6.8534 -0.02 0.01 -0.03 0.16
H -1.3436 3.9815 -5.2534 -0.06 -0.08 -0.04 0.06
H 0.2021 6.1095 -8.3146 0.02 0.04 0.00 0.23
H -0.5168 4.5738 -8.6464 -0.02 -0.03 0.00 0.15
C -5.9515 1.0416 1.9666 -0.01 -0.15 0.13 0.77
O -5.4200 0.9102 0.8800 0.00 0.07 0.01 -0.61
N -5.3592 1.7248 2.9974 -0.07 0.05 -0.07 -0.37
N -7.1896 0.5246 2.2472 0.04 0.15 -0.12 -0.51
H -5.7776 1.8382 3.9004 -0.01 -0.04 0.02 0.17
H -4.4505 2.1113 2.8284 0.04 -0.01 -0.01 0.20
H -7.6573 0.0061 1.5234 -0.04 -0.03 0.03 0.21
H -7.6389 0.6129 3.1394 0.02 -0.09 0.03 0.17
C 8.0026 -5.8457 1.7714 0.15 -0.08 -0.12 0.65
O 6.9140 -5.7456 2.3191 -0.13 0.14 0.05 -0.70
N 8.7400 -4.7452 1.4184 -0.05 -0.04 0.05 -0.39
N 8.5644 -7.0501 1.4801 -0.15 0.02 0.16 -0.31
H 9.6324 -4.7998 0.9681 0.01 -0.03 -0.03 0.15
H 8.3495 -3.8460 1.6223 -0.02 0.03 0.00 0.22
H 8.0408 -7.8774 1.7221 -0.05 -0.17 -0.02 0.20
H 9.4602 -7.1496 1.0445 0.02 0.03 -0.03 0.16
C 6.2013 -9.6890 3.3667 -0.15 0.16 0.05 0.71
O 7.0109 -9.8072 2.4597 0.15 0.12 -0.06 -0.68
N 6.4320 -8.9015 4.4577 0.07 -0.20 -0.02 -0.36
N 4.9979 -10.3359 3.3510 0.11 -0.06 0.04 -0.41
H 5.7732 -8.7808 5.2017 -0.06 0.04 -0.03 0.16
H 7.2955 -8.3945 4.4846 -0.01 0.09 -0.04 0.20
H 4.7984 -10.9105 2.5553 0.00 0.01 -0.05 0.22
H 4.3132 -10.2490 4.0760 -0.01 0.04 0.01 0.16
C -0.2292 -7.2092 -0.7982 0.18 -0.12 -0.04 0.68
O -0.5166 -6.0230 -0.8685 -0.01 0.07 -0.02 -0.65
N -1.1909 -8.1839 -0.7032 0.01 0.08 0.00 -0.41
N 1.0585 -7.6452 -0.8157 -0.27 0.00 -0.18 -0.22
H -0.9825 -9.1612 -0.6460 0.04 -0.01 0.01 0.15
H -2.1464 -7.8848 -0.6913 -0.03 0.03 -0.01 0.23
H 1.7934 -6.9582 -0.8323 0.33 -0.13 0.23 0.06
H 1.3240 -8.6091 -0.7641 -0.05 -0.04 0.06 0.16
C -10.4449 2.0297 1.3186 0.00 0.05 0.01 0.55
O -10.4475 0.8091 1.2928 0.00 0.00 0.02 -0.64
N -9.2986 2.7421 1.5290 -0.05 -0.07 0.05 -0.31
N -11.5850 2.7675 1.1459 0.06 -0.06 0.03 -0.39
H -9.2576 3.7420 1.5639 -0.03 0.02 -0.05 0.15
H -8.4619 2.1936 1.6463 0.04 0.14 -0.04 0.22
H -12.4369 2.2640 0.9904 -0.02 -0.03 -0.01 0.23
H -11.6041 3.7683 1.1619 0.03 0.02 -0.01 0.16


# 3
74
Properties=species:S:1:pos:R:3:forces:R:3:mulliken_charge:R:1 method="wB97M-V/def2-TZVPD" energy_ev=-50877.14584
Na -4.0990 2.3588 -4.5224 0.69 -0.17 0.39 0.94
C 0.6923 1.2755 -1.2600 0.91 0.09 -0.12 -0.95
C -0.5163 1.4433 -2.1992 -0.12 0.45 -0.07 0.62
O -1.4922 0.7067 -1.9471 -0.73 -0.14 0.01 -0.74
O -0.4453 2.2535 -3.1727 0.13 -0.06 0.38 -0.77
H 1.4863 0.8286 -1.8581 0.03 -0.34 -0.09 0.29
H 0.5433 0.6546 -0.3766 -0.47 -0.18 -0.30 0.30
H 1.2012 2.1647 -0.8880 -0.50 0.56 -0.27 0.29
C -5.1302 -4.3056 1.9520 -0.13 -0.33 -0.10 -1.51
C -4.2060 -3.1128 1.7958 -2.72 0.50 -0.16 0.79
C -3.2780 -2.7299 2.9069 1.25 -0.50 -0.78 -0.74
O -3.8710 -2.6010 4.1715 0.14 0.37 -0.71 -0.33
C -3.2909 -1.6104 5.0473 0.02 -1.88 -0.41 -0.67
N -3.5124 -3.2205 0.5206 0.84 0.71 0.17 -0.70
H -5.8351 -4.1850 2.7746 0.31 -0.13 0.24 0.35
H -4.6412 -5.2797 1.9507 0.19 0.05 0.35 0.32
H -5.7512 -4.3053 1.0562 -0.11 -0.06 -0.15 0.38
H -4.9450 -2.3156 1.7156 -0.11 0.64 0.14 0.13
H -2.7129 -1.8479 2.6056 -0.36 0.76 0.08 0.30
H -2.4956 -3.4726 2.7513 0.47 -0.73 1.27 0.36
H -4.0332 -1.6430 5.8449 0.43 0.88 0.18 0.24
H -3.0419 -0.6572 4.5810 -0.75 0.20 -0.13 0.26
H -2.3327 -2.0055 5.3848 0.11 -0.03 0.43 0.30
H -4.1705 -3.0256 -0.2203 -0.44 -0.53 -0.15 0.27
H -3.0000 -2.3505 0.4966 0.90 0.16 -0.31 0.23
C 5.4508 2.7613 1.3039 -1.06 -0.23 1.29 -1.22
C 5.5697 1.6705 2.4634 -1.15 1.19 -2.01 0.47
C 4.2606 1.1764 3.2211 2.07 1.08 1.14 -0.67
O 3.7701 2.2430 4.0026 -2.74 1.04 0.25 -0.36
C 2.3104 2.1460 4.2551 1.48 -1.42 -0.87 -0.71
N 6.2164 0.5666 1.8524 0.89 -2.47 -0.24 -0.70
H 4.8278 3.5808 1.6622 -0.15 0.05 -0.01 0.33
H 4.9892 2.3727 0.3962 -0.01 -0.19 0.02 0.28
H 6.4024 3.2242 1.0427 0.18 -0.46 0.16 0.33
H 6.3152 2.1493 3.0983 -0.53 -0.30 0.88 0.18
H 4.6087 0.5064 4.0072 0.52 -0.80 -0.25 0.28
H 3.5189 0.5843 2.6851 -0.06 0.58 -0.78 0.43
H 2.0654 1.0935 4.1122 -0.20 -0.22 0.09 0.31
H 1.7415 2.6524 3.4754 0.09 0.56 0.29 0.27
H 2.0016 2.3431 5.2817 0.47 0.70 -0.16 0.30
H 5.7808 0.1581 1.0378 -0.41 1.00 -0.75 0.25
H 6.1095 -0.2615 2.4206 0.61 -0.11 0.93 0.25
C -4.3805 2.3240 1.8243 -2.20 1.51 3.47 0.77
O -5.2270 2.5331 2.6535 -0.99 1.12 2.73 -0.70
N -3.1377 2.6222 1.8439 4.64 0.87 1.16 -0.36
N -4.7550 1.8740 0.7151 -2.68 -3.47 -7.54 -0.38
H -2.6460 2.2986 1.0231 0.91 0.88 0.63 0.12
H -2.8384 3.2589 2.5685 0.64 -0.49 -0.31 0.20
H -4.1040 1.4872 0.0468 -0.39 0.23 -0.24 0.16
H -5.7067 2.0965 0.4603 0.22 -0.74 0.01 0.19
C 2.1858 6.1254 -2.8706 0.32 0.55 3.22 0.66
O 2.9555 6.8098 -2.2365 0.80 1.55 -0.15 -0.65
N 2.5272 5.1731 -3.6790 2.68 -1.80 -2.96 -0.38
N 0.8938 5.9963 -2.6448 -4.10 0.14 0.56 -0.43
H 3.4951 5.2729 -3.9495 -0.25 -0.97 -0.51 0.22
H 1.8232 4.5305 -4.0129 1.00 -0.07 -0.54 0.17
H 0.4103 6.3826 -1.8467 0.52 0.00 -0.14 0.24
H 0.6005 5.0813 -2.9558 -1.06 0.36 0.57 0.17
C 0.2997 -2.3198 -6.1071 -0.09 -3.47 -0.60 0.71
O 0.7478 -3.3474 -6.5370 1.67 -1.99 -1.57 -0.69
N 0.6192 -1.1450 -6.4585 2.29 5.36 -1.76 -0.34
N -0.7103 -2.3717 -5.3077 -3.47 -0.23 3.15 -0.40
H 1.2782 -1.0536 -7.2184 0.04 0.40 0.51 0.21
H 0.2793 -0.3793 -5.8944 0.43 0.27 -0.68 0.15
H -1.1057 -3.3004 -5.2709 -0.21 0.44 0.89 0.21
H -0.9585 -1.5520 -4.7724 -0.63 -0.70 0.21 0.16
C 0.9212 -5.4066 -1.8058 -0.17 0.04 0.84 0.63
O 0.1119 -6.2609 -1.6674 -3.41 -1.78 0.80 -0.65
N 0.8706 -4.1565 -1.3749 -2.89 2.90 1.40 -0.43
N 2.0716 -5.6740 -2.2639 6.46 -1.34 -3.00 -0.36
H 1.4354 -3.3731 -1.6707 -0.11 -0.47 -0.11 0.21
H -0.1027 -3.9800 -1.1712 0.08 0.91 0.24 0.22
H 2.4107 -6.6236 -2.3211 -0.27 0.33 -0.30 0.21
H 2.6739 -4.9072 -2.5274 0.26 -0.60 0.10 0.16